Record 1
ORCA calculation (ωB97M-V/def2-TZVPD) on a 18-piece molecular cluster, C25H84BF4N18O25 overall.

The geometry in XYZ format:
```
157
Properties=species:S:1:pos:R:3:forces:R:3
B -1.849 -2.726 -1.316 -0.278 -0.477 -0.231
F -0.840 -3.763 -1.339 -0.451 0.636 0.026
F -1.925 -2.084 -2.569 0.329 -0.159 -0.123
F -3.116 -3.274 -1.020 0.453 -0.209 -0.002
F -1.543 -1.785 -0.345 0.535 0.353 0.165
C 0.885 -5.289 1.838 -1.165 1.198 0.456
C -0.646 -5.623 1.882 1.620 1.218 1.752
O -1.115 -5.450 3.219 0.146 -0.439 -0.337
O 1.314 -5.202 0.502 -0.191 0.335 -0.660
H 1.499 -6.004 2.338 0.242 -0.848 0.269
H 1.084 -4.333 2.416 -0.523 -0.615 -0.603
H -0.760 -6.638 1.575 -0.363 -0.774 -0.418
H -1.129 -4.921 1.216 -0.333 -0.087 -0.458
H -1.809 -4.752 3.259 0.382 -0.196 -0.130
H 0.587 -4.790 -0.004 0.357 -0.118 0.056
C -4.213 -6.190 0.706 0.493 -0.166 2.384
C -5.208 -7.078 0.041 -1.561 0.234 0.880
O -4.720 -8.116 -0.768 -1.014 -0.342 -0.127
O -4.865 -5.151 1.466 -0.052 -0.051 -0.407
H -3.575 -5.727 0.030 1.312 0.771 -1.548
H -3.559 -6.748 1.444 -0.771 0.401 -0.717
H -5.838 -6.447 -0.599 -0.040 -0.081 0.149
H -5.852 -7.436 0.900 0.407 -0.146 -1.076
H -3.786 -8.211 -0.721 1.194 0.067 0.280
H -5.160 -4.452 0.837 0.125 -0.378 0.245
C -6.150 -0.543 0.599 0.657 1.587 -0.708
C -6.427 -2.001 0.624 -0.278 -1.763 2.278
O -5.609 -2.863 -0.173 -0.441 0.920 0.206
O -4.771 -0.215 0.949 -1.288 -0.928 0.269
H -6.853 0.057 1.243 0.591 -0.906 -0.329
H -6.420 -0.303 -0.420 0.504 0.948 -0.582
H -7.475 -2.184 0.269 0.797 0.168 0.744
H -6.250 -2.288 1.715 -0.756 -0.172 -1.073
H -4.714 -2.513 -0.121 0.491 -0.071 -0.323
H -4.306 0.330 0.289 -0.485 0.238 -0.297
C -0.546 -2.157 -6.668 -0.111 0.960 -0.222
C -0.060 -2.464 -5.273 0.804 0.457 0.106
O 0.055 -1.202 -4.548 0.883 -0.771 -0.636
O 0.485 -1.576 -7.473 -0.444 0.069 0.624
H -1.408 -1.445 -6.588 0.436 -0.590 -0.072
H -0.867 -3.044 -7.182 -0.187 -0.497 -0.207
H 1.000 -2.843 -5.355 -1.187 -0.024 0.216
H -0.747 -3.173 -4.774 0.497 0.341 0.022
H -0.685 -1.122 -3.963 -0.878 -0.112 0.661
H 0.779 -0.814 -6.952 0.355 0.132 -0.253
C -3.087 1.055 -1.871 -0.556 -1.337 0.074
C -2.191 1.900 -2.758 -2.122 0.340 0.092
O -0.863 1.993 -2.475 1.500 0.183 0.526
O -3.460 1.660 -0.617 -0.419 -0.483 -0.809
H -2.714 -0.012 -1.717 0.008 1.430 -0.089
H -4.001 0.891 -2.514 0.456 0.436 0.993
H -2.593 2.940 -2.765 -0.320 -0.657 -0.370
H -2.330 1.388 -3.696 0.261 0.275 -0.894
H -0.796 2.610 -1.726 0.387 -0.003 0.237
H -2.747 1.514 0.022 0.630 0.151 0.109
C -2.359 -2.576 2.227 -0.010 0.420 0.158
C -1.804 -1.320 2.891 -1.472 0.782 -0.936
O -0.674 -1.601 3.653 0.829 -0.014 0.684
O -2.850 -3.500 3.190 0.053 0.345 0.962
H -1.620 -3.067 1.640 1.245 -0.243 -0.105
H -3.048 -2.341 1.454 -1.268 0.500 -0.194
H -2.619 -0.770 3.464 0.721 -0.910 -0.232
H -1.525 -0.570 2.118 0.026 -0.742 0.358
H -0.891 -2.277 4.303 -0.144 -0.052 0.010
H -3.628 -3.989 2.919 -0.488 0.000 -0.665
C -0.717 2.742 1.593 0.058 -1.486 -0.966
C -1.344 3.890 0.901 -0.235 1.517 1.462
O -1.014 3.957 -0.455 0.671 0.451 -0.981
O -1.229 1.476 1.044 1.321 0.604 -0.189
H -0.905 2.674 2.653 0.013 0.518 0.337
H 0.354 2.940 1.365 -0.393 -1.085 0.357
H -0.789 4.729 1.396 -1.102 -0.055 -0.044
H -2.430 3.984 0.985 0.127 -0.094 0.396
H -0.457 4.748 -0.505 0.110 -0.380 -0.784
H -0.449 1.030 0.654 -0.578 -0.041 0.361
C 4.157 2.424 -5.368 -1.943 -1.201 0.717
C 3.603 1.237 -6.203 0.800 0.079 -0.819
O 2.246 0.897 -6.056 -0.807 0.402 0.799
O 3.330 2.498 -4.193 0.073 0.983 -0.713
H 3.963 3.321 -5.933 0.206 0.538 -0.018
H 5.206 2.314 -5.089 -0.011 -0.046 -0.237
H 4.205 0.329 -6.091 0.042 0.129 0.172
H 3.668 1.580 -7.232 0.392 -0.298 -0.407
H 1.861 1.242 -5.224 0.667 -0.201 -0.423
H 3.614 1.788 -3.602 0.425 -0.350 0.792
C 3.517 -1.880 1.968 0.234 -2.199 0.169
O 4.494 -1.159 1.760 -0.537 0.895 1.189
N 2.643 -1.760 3.052 2.719 1.159 -1.814
N 3.395 -3.017 1.188 1.242 2.023 0.707
H 1.856 -2.325 3.216 -1.011 -0.421 0.031
H 2.808 -0.893 3.524 -0.528 0.088 0.488
H 2.534 -3.438 1.156 -2.268 -1.460 -0.160
H 3.871 -2.978 0.299 0.254 -0.052 -0.185
C -3.804 2.954 3.773 0.117 1.462 -0.128
O -3.649 4.166 3.960 -0.012 0.075 -0.158
N -4.483 2.530 2.681 -0.798 1.389 -0.941
N -3.319 2.072 4.647 0.932 -0.134 1.618
H -4.713 1.570 2.444 0.069 0.324 -0.061
H -4.886 3.374 2.190 0.556 -1.996 0.518
H -3.166 1.129 4.431 -0.113 -1.282 -0.605
H -2.669 2.418 5.360 -0.406 0.285 -0.347
C 4.752 0.769 -1.397 1.727 -1.636 1.910
O 4.515 0.733 -2.589 -0.978 0.929 -2.013
N 5.165 -0.369 -0.792 0.027 0.374 0.562
N 4.820 1.888 -0.615 -1.582 2.192 -1.964
H 5.140 -1.257 -1.285 -0.153 0.185 -0.034
H 5.199 -0.398 0.221 -0.066 -0.316 -0.270
H 4.786 1.791 0.377 -0.204 -0.192 0.549
H 4.193 2.662 -0.996 1.202 -1.480 0.931
C 2.267 5.352 2.021 -0.360 1.342 -1.136
O 2.250 5.214 3.263 -0.086 0.535 -0.866
N 1.953 6.541 1.330 0.303 -1.470 1.446
N 2.590 4.355 1.177 -0.247 0.342 0.235
H 1.973 7.433 1.762 -0.079 0.289 0.656
H 1.779 6.523 0.347 0.102 -0.245 -0.648
H 2.514 3.416 1.532 0.289 -0.456 -0.079
H 2.470 4.516 0.189 -0.087 -0.236 -0.096
C 3.952 2.072 3.507 1.258 -1.487 -0.838
O 3.312 1.853 2.442 0.896 0.355 1.971
N 3.801 3.190 4.247 -0.135 -0.308 -0.647
N 4.927 1.139 3.978 -1.516 0.649 -0.973
H 3.242 3.944 3.791 0.403 -0.074 0.698
H 4.351 3.328 5.086 -0.282 0.114 -0.352
H 5.112 0.330 3.365 -0.169 0.691 0.342
H 5.656 1.474 4.590 -0.148 -0.162 -0.201
C 1.878 5.082 -2.489 0.785 -0.454 -1.017
O 1.445 5.793 -1.594 -0.260 0.602 1.228
N 3.249 4.989 -2.752 -1.487 1.819 2.161
N 1.037 4.403 -3.319 -1.115 1.190 0.974
H 3.526 4.376 -3.480 0.824 -0.566 -0.337
H 3.836 5.628 -2.148 -0.876 -1.483 -1.500
H 1.411 3.682 -3.860 0.532 -1.308 -0.867
H 0.020 4.368 -3.101 1.586 0.016 -0.062
C -0.221 3.735 5.678 0.512 -0.207 1.121
O -1.073 3.385 6.501 0.108 0.283 -1.066
N 1.116 3.339 5.857 -0.676 2.009 -2.459
N -0.388 4.571 4.611 -1.258 -0.601 0.953
H 1.657 3.390 4.982 -0.125 -0.380 1.096
H 1.252 2.573 6.440 0.160 -1.395 0.869
H 0.418 4.797 4.078 0.431 0.514 -0.538
H -1.315 4.955 4.416 0.464 -0.367 0.096
C 3.247 -2.783 -2.353 -0.074 1.390 -1.367
O 4.328 -3.037 -1.775 -1.443 0.588 -0.528
N 2.205 -3.670 -2.438 0.288 -0.871 0.947
N 2.941 -1.682 -3.120 -0.703 0.278 -0.227
H 1.242 -3.351 -2.309 0.519 -0.087 -0.127
H 2.477 -4.424 -1.839 -0.581 -0.877 0.276
H 2.006 -1.649 -3.593 1.245 -0.190 0.802
H 3.325 -0.752 -2.980 0.564 -0.414 0.180
C 1.542 1.061 -0.571 0.204 -1.853 0.141
O 1.838 2.229 -0.751 -0.227 0.183 0.082
N 1.018 0.243 -1.569 0.610 0.117 0.676
N 1.678 0.369 0.642 -0.308 -1.682 -1.126
H 0.645 -0.699 -1.446 0.314 0.558 0.617
H 0.494 0.751 -2.236 -0.447 0.613 -0.843
H 1.635 -0.652 0.434 -0.107 1.163 0.585
H 2.420 0.545 1.311 0.015 0.802 -0.217
```
Forces are in eV/Å.

Output
calculated total energy: -4294.5931 hartree
net charge: -1

***

Record 2
ORCA calculation (ωB97M-V/def2-TZVPD) on C51H49As2CrN2OPS4 as an isolated structure.

The geometry in XYZ format:
```
111
Properties=species:S:1:pos:R:3:forces:R:3
Cr 0.750 -0.131 0.282 0.443 -0.854 0.816
C -3.816 -2.401 -2.833 -0.124 -0.053 -0.019
As -2.955 -1.465 -1.354 0.061 -0.005 -0.060
C -4.497 -0.377 -0.824 -0.304 -0.248 0.077
C -3.173 -2.799 0.080 -0.045 0.085 0.203
C -4.032 -3.880 -0.131 0.102 0.019 0.079
C -4.342 -4.779 0.878 0.024 0.001 -0.005
C -3.804 -4.588 2.138 0.013 0.021 0.025
C -2.923 -3.538 2.358 -0.076 0.031 -0.203
C -2.569 -2.639 1.346 -0.003 -0.184 -0.107
As -1.204 -1.272 1.848 -0.225 0.110 -0.344
C -2.335 -0.094 2.915 -0.008 -0.034 0.049
C -0.340 -2.203 3.319 0.042 -0.032 -0.093
H -4.846 -2.676 -2.614 -0.024 -0.006 -0.050
H -3.245 -3.287 -3.105 0.015 -0.037 -0.019
H -3.811 -1.717 -3.679 0.006 0.030 -0.055
H -5.376 -1.010 -0.705 -0.002 -0.058 0.005
H -4.683 0.383 -1.581 -0.019 -0.153 0.069
H -4.279 0.116 0.123 -0.087 -0.096 -0.073
H -4.474 -4.027 -1.106 -0.035 -0.001 0.018
H -5.007 -5.612 0.681 0.026 0.061 0.013
H -4.059 -5.254 2.953 0.033 0.020 -0.037
H -2.523 -3.431 3.350 0.132 0.029 0.166
H -2.871 -0.700 3.640 -0.060 -0.041 0.091
H -3.053 0.442 2.302 -0.064 -0.043 0.010
H -1.695 0.616 3.434 0.001 0.061 0.009
H -1.028 -2.319 4.149 -0.062 -0.054 0.091
H 0.508 -1.615 3.647 0.034 -0.018 -0.040
H 0.025 -3.171 2.988 -0.004 -0.069 -0.020
C 5.528 2.661 -3.397 -0.013 -0.016 0.004
C 5.381 1.346 -3.814 -0.026 -0.021 0.036
C 4.295 0.591 -3.377 0.100 0.050 -0.015
C 3.360 1.151 -2.515 -0.051 0.139 0.127
C 3.506 2.480 -2.109 0.002 0.035 -0.066
C 4.583 3.232 -2.548 -0.030 -0.023 -0.005
P 1.880 0.245 -1.968 -0.024 -0.022 -0.309
C 2.127 -1.448 -2.591 0.223 -0.043 0.506
C 1.214 -1.990 -3.396 -0.088 -0.342 -0.233
C 0.931 -3.415 -3.699 0.089 0.196 0.083
C 0.716 -4.396 -2.823 0.111 0.013 0.169
C 2.328 -4.117 -0.793 -0.093 0.092 -0.185
C 2.373 -2.644 -0.381 -0.473 0.195 -0.366
C 0.561 0.962 -2.956 -0.156 -0.008 0.280
C 0.688 1.301 -4.274 -0.038 0.110 -0.239
C -0.404 1.882 -4.958 0.169 -0.073 -0.001
C -1.560 2.154 -4.285 -0.096 0.032 0.084
C -1.700 1.856 -2.905 0.027 -0.043 -0.048
C -2.852 2.239 -2.177 0.067 0.075 -0.008
C -2.902 2.011 -0.834 0.272 0.377 0.053
C -1.848 1.331 -0.182 0.000 0.296 -0.093
C -0.734 0.868 -0.839 0.086 -0.054 0.058
C -0.635 1.205 -2.228 -0.029 0.065 0.037
H 6.375 3.245 -3.737 -0.052 -0.026 0.008
H 6.107 0.903 -4.486 -0.050 0.028 0.054
H 4.179 -0.431 -3.721 0.004 0.029 0.013
H 2.768 2.925 -1.449 0.024 -0.031 -0.046
H 4.689 4.264 -2.231 -0.006 -0.067 -0.029
H 0.542 -1.298 -3.899 -0.001 -0.070 -0.020
H 0.796 -3.643 -4.753 -0.014 0.013 0.043
H 0.481 -5.382 -3.210 -0.045 0.071 0.026
H 2.597 -4.847 -0.036 -0.090 -0.013 0.069
H 2.913 -2.407 0.516 0.160 0.063 0.086
H 1.625 1.134 -4.795 -0.038 0.007 0.009
H -0.311 2.128 -6.008 0.017 0.003 0.038
H -2.388 2.634 -4.798 0.042 -0.032 0.035
H -3.661 2.748 -2.689 0.034 -0.036 0.001
H -3.760 2.342 -0.258 0.095 0.005 -0.055
H -1.942 1.183 0.884 0.031 0.071 -0.048
O 1.815 -0.667 1.760 0.184 0.225 -0.402
C 2.910 -0.383 2.614 0.000 0.033 0.175
C 3.193 -1.625 3.471 -0.200 -0.012 -0.070
C 3.440 -1.691 4.807 0.131 -0.102 0.241
C 3.633 -3.026 5.288 0.017 0.185 0.015
C 3.520 -3.952 4.302 0.011 0.001 0.024
S 3.178 -3.213 2.796 -0.066 -0.101 -0.014
C 2.612 0.757 3.591 -0.119 -0.006 -0.191
C 3.454 1.706 4.085 0.078 0.150 0.113
C 2.863 2.504 5.119 0.141 -0.054 -0.116
C 1.583 2.133 5.389 -0.002 0.055 -0.007
S 1.088 0.834 4.390 -0.089 0.003 -0.027
C 4.146 -0.051 1.782 -0.198 -0.066 -0.010
C 5.270 -0.786 1.563 0.277 -0.043 -0.125
C 6.145 -0.200 0.587 -0.085 -0.174 0.170
C 5.657 0.965 0.088 0.042 0.016 0.032
S 4.158 1.367 0.812 -0.029 0.155 -0.122
H 3.489 -0.815 5.443 -0.005 -0.090 -0.049
H 3.845 -3.271 6.322 -0.032 0.040 -0.118
H 3.618 -5.027 4.371 -0.021 0.161 0.000
H 4.478 1.819 3.746 -0.106 -0.006 0.041
H 3.380 3.303 5.637 -0.049 -0.105 -0.059
H 0.905 2.544 6.126 0.096 -0.026 -0.141
H 5.483 -1.716 2.076 -0.025 0.078 -0.065
H 7.088 -0.638 0.281 -0.112 0.043 0.048
H 6.098 1.625 -0.650 -0.069 -0.131 0.113
C -0.106 4.973 1.614 0.026 -0.079 0.030
C 1.212 4.199 1.766 -0.223 -0.218 -0.121
C 1.067 2.808 1.320 0.135 1.125 0.411
N 0.918 1.737 0.971 -0.017 -0.290 -0.208
H 0.030 5.989 1.980 -0.011 -0.027 -0.022
H -0.902 4.500 2.190 0.060 0.037 -0.022
H -0.419 5.016 0.570 0.032 -0.004 0.041
H 1.545 4.170 2.801 0.027 -0.030 0.137
H 2.010 4.658 1.183 0.058 -0.011 -0.056
S 3.660 -3.834 -2.017 -0.112 -0.059 -0.040
C 0.860 -4.293 -1.316 0.198 0.100 -0.152
C 0.209 -3.038 -0.783 -0.120 -0.187 -0.242
N 0.979 -2.158 -0.296 0.366 -0.042 0.135
C 3.110 -2.130 -1.663 -0.282 -0.036 -0.054
H 0.382 -5.160 -0.860 0.036 -0.068 -0.004
H -0.857 -2.858 -0.871 0.133 -0.058 0.051
H 3.954 -1.478 -1.437 -0.008 0.092 0.014
```
Forces are in eV/Å.

Output
energy relative to the best compared isomer or geometry (same formula, charge and spin): 31.5 kcal per mole
spin multiplicity: 2
net charge: +1

***

Record 3
ORCA calculation (ωB97M-V/def2-TZVPD) on a 2-piece molecular cluster, H4O2 overall.

The geometry in XYZ format:
```
6
Properties=species:S:1:pos:R:3:forces:R:3
O 0.881 0.244 0.467 0.237 0.130 0.159
H 1.158 -0.403 1.115 -0.036 -0.224 0.172
H 1.673 0.749 0.279 0.180 0.206 -0.123
O -1.417 -0.054 -0.936 -0.636 0.025 -0.484
H -0.617 0.269 -0.522 0.323 -0.011 0.205
H -1.677 -0.805 -0.403 -0.069 -0.126 0.070
```
Forces are in eV/Å.

Output
energy relative to the best compared isomer or geometry (same formula, charge and spin): 2.3 kcal per mole
SMILES: O.O
net charge: 0

***

Record 4
ORCA calculation (ωB97M-V/def2-TZVPD) on the molecule C22H30N4O2.

The geometry in XYZ format:
```
58
Properties=species:S:1:pos:R:3:forces:R:3
C -0.727 -2.061 2.399 -0.077 0.222 0.013
C -1.536 -0.811 2.074 -0.056 -0.201 -0.234
C -2.331 -1.007 0.786 0.040 0.048 0.231
N -3.287 0.052 0.488 0.059 -0.174 -0.056
C -4.042 -0.290 -0.713 -0.116 0.158 -0.171
C -5.271 0.589 -0.937 0.067 -0.229 0.209
C -6.229 0.531 0.247 0.089 0.168 -0.205
C -2.782 1.408 0.515 0.104 0.115 -0.178
C -1.852 1.868 -0.631 -0.397 -0.003 0.129
N -0.571 1.208 -0.621 -0.011 0.145 0.149
C -0.229 0.265 -1.529 0.218 -0.086 0.159
O -0.923 -0.022 -2.487 -0.171 -0.143 -0.181
C 1.028 -0.460 -1.195 0.040 -0.607 -0.269
C 1.023 -1.812 -1.356 -0.443 0.708 -0.093
N 2.047 -2.620 -0.979 0.141 0.249 0.047
C 1.914 -4.046 -1.191 0.114 -0.510 0.010
C 3.213 -2.157 -0.381 0.029 -0.197 0.049
O 4.088 -2.941 -0.025 0.156 0.006 0.052
C 3.251 -0.724 -0.258 -0.653 0.441 -0.186
C 2.209 0.121 -0.656 0.436 -0.646 0.182
C 2.668 1.458 -0.443 0.387 0.046 0.197
C 2.153 2.730 -0.706 0.062 0.132 -0.029
C 2.911 3.831 -0.379 -0.175 0.119 -0.065
C 4.175 3.699 0.202 0.112 -0.084 0.045
C 4.722 2.461 0.449 0.157 0.040 0.067
C 3.968 1.339 0.115 -0.462 0.176 -0.153
N 4.297 0.019 0.222 -0.089 -0.043 -0.064
C 5.551 -0.478 0.719 0.477 -0.153 0.185
H -1.381 -2.921 2.527 -0.037 -0.135 0.022
H -0.027 -2.278 1.594 0.113 -0.075 -0.077
H -0.160 -1.921 3.316 0.086 -0.069 0.062
H -0.845 0.029 1.980 -0.039 0.075 0.049
H -2.229 -0.593 2.889 -0.009 0.110 0.025
H -1.634 -1.184 -0.048 -0.043 -0.099 0.045
H -2.925 -1.921 0.902 0.089 -0.012 -0.052
H -4.388 -1.319 -0.579 0.034 -0.012 -0.046
H -3.405 -0.275 -1.613 -0.016 -0.069 0.055
H -4.975 1.622 -1.126 0.000 0.051 -0.108
H -5.777 0.229 -1.835 0.052 0.077 -0.060
H -5.717 0.824 1.159 -0.013 0.018 0.144
H -7.076 1.195 0.088 -0.117 0.028 0.050
H -6.604 -0.481 0.379 -0.062 -0.121 0.072
H -2.268 1.556 1.467 -0.057 0.094 0.003
H -3.646 2.077 0.514 0.057 0.096 0.068
H -1.701 2.949 -0.537 -0.067 -0.035 -0.060
H -2.305 1.657 -1.601 0.034 0.122 0.060
H 0.013 1.332 0.191 0.048 -0.100 -0.068
H 0.165 -2.305 -1.789 -0.051 -0.035 -0.022
H 1.792 -4.261 -2.252 -0.005 0.024 0.025
H 2.825 -4.518 -0.824 -0.175 0.013 -0.078
H 1.056 -4.435 -0.642 0.018 0.028 -0.013
H 1.192 2.848 -1.180 -0.053 0.033 -0.012
H 2.527 4.820 -0.579 -0.042 0.072 -0.027
H 4.736 4.589 0.448 0.064 0.055 0.028
H 5.707 2.361 0.878 0.103 0.001 0.049
H 5.537 -1.564 0.670 0.035 0.163 0.025
H 5.699 -0.163 1.755 0.015 0.003 -0.023
H 6.376 -0.097 0.113 0.000 0.001 0.027
```
Forces are in eV/Å.

Output
energy relative to the best compared isomer or geometry (same formula, charge and spin): 30.8 kcal per mole
SMILES: CCCN(CCC)CCNC(=O)c1cn(C)c(=O)c2c1c1ccccc1n2C
net charge: 0

***

Number 1: maximum force 3.47 eV Å⁻¹. Number 2: maximum force 1.26 eV Å⁻¹. Number 3: maximum force 0.80 eV Å⁻¹. Number 4: maximum force 0.84 eV Å⁻¹.